Entry 1:
{
  "formula": "C22H24N4O5PtS2",
  "method": "the ωB97M-V functional and the def2-TZVPD basis",
  "de_lowest_kcal_mol": 7.0,
  "lumo_energy_ev": [-7.39, -9.04],
  "orbital_gap_ev": [6.965, 5.903],
  "charge": 2,
  "spin_multiplicity": 5,
  "homo_ev": [-14.4, -14.9],
  "max_force_ha_per_bohr": 0.0079,
  "species": ["Pt", "C", "C", "N", "O", "C", "C", "N", "O", "H", "H", "H", "H", "H", "H", "H", "N", "S", "C", "C", "C", "C", "C", "C", "C", "C", "C", "C", "C", "C", "H", "H", "H", "H", "H", "H", "H", "H", "H", "H", "H", "N", "C", "C", "C", "C", "C", "C", "S", "O", "O", "O", "H", "H", "H", "H", "H", "H"],
  "xyz": [[-0.473, -0.874, 0.410], [-3.121, 1.789, -1.992], [-2.497, 0.847, -1.012], [-1.222, 0.560, -0.967], [-0.351, 1.139, -1.797], [-3.283, 0.199, 0.007], [-4.693, 0.503, 0.314], [-2.614, -0.747, 0.742], [-3.232, -1.305, 1.644], [-2.533, 1.926, -2.900], [-3.285, 2.768, -1.538], [-4.086, 1.402, -2.313], [-0.806, 1.770, -2.384], [-5.121, 1.224, -0.373], [-4.765, 0.894, 1.334], [-5.282, -0.417, 0.310], [0.460, -2.064, 1.814], [0.947, -1.339, 3.198], [2.538, -0.649, 2.796], [3.289, -1.220, 1.781], [4.565, -0.727, 1.543], [5.071, 0.305, 2.319], [4.310, 0.848, 3.349], [3.036, 0.369, 3.601], [-0.090, 0.108, 3.269], [-1.182, 0.060, 4.120], [-2.113, 1.092, 4.075], [-1.944, 2.145, 3.185], [-0.840, 2.186, 2.339], [0.100, 1.163, 2.371], [0.017, -2.944, 2.056], [2.895, -2.050, 1.210], [5.171, -1.163, 0.761], [6.067, 0.681, 2.132], [4.714, 1.642, 3.963], [2.445, 0.787, 4.407], [-1.309, -0.765, 4.809], [-2.959, 1.079, 4.748], [-2.659, 2.958, 3.175], [-0.687, 3.033, 1.682], [1.004, 1.230, 1.777], [-0.385, -2.565, -1.133], [0.205, -1.947, -2.289], [-0.577, -1.665, -3.396], [-0.037, -0.922, -4.436], [1.274, -0.482, -4.348], [2.070, -0.798, -3.253], [1.532, -1.535, -2.217], [1.939, 0.539, -5.630], [0.842, 1.036, -6.387], [2.896, 1.424, -5.013], [2.851, -0.344, -6.462], [-1.291, -2.972, -1.346], [0.205, -3.294, -0.740], [-1.600, -2.021, -3.457], [-0.629, -0.678, -5.308], [3.092, -0.446, -3.212], [2.131, -1.771, -1.345]]
}

***

Entry 2:
{
  "formula": "C2H9FN3P",
  "method": "the ωB97M-V functional and the def2-TZVPD basis",
  "de_lowest_kcal_mol": 84.6,
  "lumo_energy_ev": [-0.49, -0.44],
  "orbital_gap_ev": [8.295, 8.215],
  "homo_ev": [-8.8, -8.7],
  "max_force_ha_per_bohr": 0.1074,
  "species": ["C", "C", "N", "N", "N", "F", "P", "H", "H", "H", "H", "H", "H", "H", "H", "H"],
  "xyz": [[2.102, -0.407, 0.090], [0.896, 0.423, -0.144], [-2.905, 1.485, -0.769], [-2.345, -1.145, -0.683], [0.079, 0.011, 0.949], [-2.898, -0.029, 1.472], [-2.272, 0.279, 0.036], [1.978, -0.934, 1.070], [2.230, -1.278, -0.602], [3.131, 0.036, 0.309], [1.276, 1.508, -0.183], [0.387, 0.403, -1.108], [-3.200, 2.324, -0.418], [-3.009, -1.120, -1.467], [-1.411, -1.421, -1.014], [-0.281, 0.694, 1.531]]
}

***

Entry 3:
{
  "formula": "C34H31N6OPPd",
  "method": "the ωB97M-V functional and the def2-TZVPD basis",
  "de_lowest_kcal_mol": 30.4,
  "lumo_energy_ev": [-0.18, -0.18],
  "orbital_gap_ev": [7.118, 7.117],
  "homo_ev": [-7.3, -7.3],
  "max_force_ha_per_bohr": 0.0301,
  "species": ["Pd", "C", "C", "C", "C", "C", "C", "P", "C", "C", "C", "C", "C", "C", "C", "C", "C", "C", "C", "C", "C", "C", "C", "C", "H", "H", "H", "H", "H", "H", "H", "H", "H", "H", "H", "H", "H", "H", "H", "H", "N", "C", "C", "N", "C", "H", "H", "H", "H", "C", "C", "C", "C", "C", "N", "H", "H", "H", "H", "H", "H", "H", "H", "H", "N", "C", "O", "C", "C", "N", "C", "N", "H", "H"],
  "xyz": [[0.333, 0.017, -0.203], [1.207, -6.150, -1.865], [0.240, -5.499, -1.106], [0.158, -4.117, -1.134], [1.030, -3.372, -1.930], [1.991, -4.025, -2.689], [2.077, -5.413, -2.654], [0.757, -1.577, -1.898], [1.849, -0.744, -3.099], [3.218, -0.986, -3.192], [4.019, -0.184, -3.996], [3.465, 0.871, -4.705], [2.102, 1.120, -4.610], [1.302, 0.326, -3.808], [-0.868, -1.551, -2.733], [-1.123, -2.212, -3.904], [-2.422, -2.203, -4.455], [-3.437, -1.564, -3.797], [-3.200, -0.888, -2.575], [-4.235, -0.237, -1.855], [-3.959, 0.381, -0.671], [-2.638, 0.398, -0.148], [-1.612, -0.192, -0.822], [-1.882, -0.868, -2.047], [1.278, -7.231, -1.843], [-0.448, -6.071, -0.494], [-0.597, -3.601, -0.549], [2.656, -3.465, -3.332], [2.826, -5.917, -3.251], [3.676, -1.769, -2.605], [5.084, -0.381, -4.052], [4.093, 1.508, -5.313], [1.664, 1.949, -5.156], [0.246, 0.548, -3.709], [-0.329, -2.751, -4.408], [-2.615, -2.719, -5.388], [-4.446, -1.578, -4.194], [-5.243, -0.245, -2.261], [-4.751, 0.873, -0.117], [-2.470, 0.884, 0.804], [-1.362, 3.868, 0.644], [-1.435, 3.514, 1.979], [-0.770, 2.331, 2.076], [-0.300, 1.969, 0.834], [-0.673, 2.903, -0.006], [-1.766, 4.690, 0.234], [-1.930, 4.128, 2.713], [-0.594, 1.717, 2.946], [-0.454, 2.913, -1.062], [2.949, -2.585, 3.883], [1.698, -2.982, 3.088], [0.633, -3.593, 4.013], [2.067, -3.964, 1.968], [1.115, -1.761, 2.479], [0.645, -0.820, 2.014], [3.401, -3.483, 4.308], [2.697, -1.904, 4.698], [3.684, -2.097, 3.239], [0.997, -4.548, 4.398], [-0.302, -3.761, 3.474], [0.428, -2.933, 4.858], [2.512, -4.861, 2.408], [2.778, -3.514, 1.277], [1.183, -4.254, 1.398], [3.003, 3.197, 0.160], [2.784, 1.888, -0.166], [1.903, 1.637, -1.037], [3.637, 0.940, 0.504], [4.623, 1.386, 1.427], [5.404, 1.776, 2.190], [3.497, -0.447, 0.311], [3.361, -1.587, 0.152], [2.311, 3.858, -0.138], [3.563, 3.423, 0.967]]
}

***

Entry 4:
{
  "formula": "C21H31AlBr15ClF5N2O7",
  "method": "the ωB97M-V functional and the def2-TZVPD basis",
  "lumo_energy_ev": 1.14,
  "orbital_gap_ev": 7.150,
  "charge": -1,
  "homo_ev": -6.0,
  "max_force_ha_per_bohr": 0.1921,
  "species": ["C", "C", "C", "Cl", "C", "O", "Al", "O", "C", "C", "N", "C", "C", "C", "O", "O", "C", "C", "C", "O", "C", "C", "F", "F", "F", "N", "C", "O", "F", "C", "O", "F", "H", "H", "H", "H", "H", "H", "H", "H", "H", "H", "H", "H", "H", "H", "H", "H", "H", "H", "H", "H", "H", "H", "H", "H", "H", "H", "C", "Br", "Br", "Br", "H", "C", "Br", "Br", "Br", "H", "C", "Br", "Br", "Br", "H", "C", "Br", "Br", "Br", "H", "C", "Br", "Br", "Br", "H"],
  "xyz": [[2.849, 2.331, 2.959], [2.038, 2.478, 1.540], [0.409, 2.340, 1.652], [-0.078, 3.314, 3.197], [-0.112, 0.763, 1.857], [1.006, -0.188, 2.174], [-0.029, -1.806, 2.221], [1.036, -3.171, 1.455], [2.054, -3.560, 2.469], [3.465, -2.707, 2.326], [4.432, -3.318, 1.332], [5.175, -2.191, 0.595], [4.245, -1.720, -0.692], [4.997, -0.662, -1.700], [3.849, -2.982, -1.402], [-1.542, -1.174, 1.225], [-1.326, 0.255, 0.822], [-2.648, 1.083, 1.328], [-3.005, 2.426, 0.460], [-2.488, 3.688, 1.021], [-2.258, 4.536, -0.196], [-1.850, 6.085, 0.155], [-0.343, 6.107, 0.243], [-2.338, 6.511, 1.494], [-2.247, 7.029, -0.947], [-0.965, 0.406, -0.636], [-1.956, -0.228, -1.577], [-3.170, -0.696, -1.293], [-1.498, -0.404, -3.006], [0.368, -0.267, -0.975], [1.486, 0.427, -1.204], [0.390, -1.772, -1.108], [2.768, 3.316, 3.607], [2.603, 1.349, 3.560], [4.004, 2.244, 2.670], [2.256, 3.585, 1.150], [2.550, 1.763, 0.769], [-0.053, 2.811, 0.684], [-0.595, 0.860, 2.944], [-0.427, -2.123, 3.747], [2.224, -4.728, 2.412], [1.559, -3.356, 3.529], [3.993, -2.782, 3.391], [3.232, -1.563, 2.133], [5.134, -3.955, 1.807], [6.213, -2.552, 0.182], [5.307, -1.222, 1.267], [3.244, -1.302, -0.229], [5.487, -1.282, -2.583], [4.194, 0.107, -2.119], [5.853, -0.094, -1.119], [4.662, -3.396, -1.834], [-2.652, 1.380, 2.459], [-3.573, 0.342, 1.186], [-4.195, 2.527, 0.480], [-2.710, 2.385, -0.671], [-3.188, 4.501, -0.934], [-1.346, 4.085, -0.817], [3.383, 1.473, -5.590], [4.823, 1.979, -4.384], [3.901, 0.008, -6.760], [1.736, 1.086, -4.630], [3.184, 2.338, -6.231], [1.513, -5.315, -3.884], [3.125, -4.604, -4.707], [1.567, -7.254, -3.740], [1.143, -4.472, -2.170], [0.678, -5.067, -4.548], [-4.990, 5.092, 3.732], [-6.507, 4.021, 4.311], [-3.307, 4.140, 3.949], [-5.220, 5.752, 1.917], [-4.948, 5.968, 4.388], [-1.508, -9.392, -4.848], [-2.501, -8.396, -6.192], [-2.523, -9.595, -3.201], [-0.885, -11.104, -5.530], [-0.618, -8.802, -4.605], [-9.684, 3.236, 1.969], [-8.270, 2.420, 0.911], [-9.685, 5.174, 1.802], [-11.426, 2.473, 1.560], [-9.472, 3.005, 3.018]]
}

***

Entry 5:
{
  "formula": "CH3PSi",
  "method": "the ωB97M-V functional and the def2-TZVPD basis",
  "de_lowest_kcal_mol": 39.1,
  "lumo_energy_ev": -0.53,
  "orbital_gap_ev": 8.731,
  "homo_ev": -9.3,
  "max_force_ha_per_bohr": 0.0665,
  "species": ["C", "Si", "P", "H", "H", "H"],
  "xyz": [[-0.589, -0.883, -0.324], [0.614, 0.303, 0.361], [-0.958, -0.922, 1.351], [-1.267, -1.089, -1.243], [2.105, 0.363, 0.025], [0.094, 2.229, -0.170]]
}